Density functional theory data (ωB97M-V/def2-TZVPD) for a molecular structure, C26H29AsF10N4S2Sc in a non-equilibrium geometry.

Computed properties:
Charge: 0
Spin multiplicity: 2
LUMO level (alpha / beta), eV: 0.10 / -1.11

CARTESIAN COORDINATES (ANGSTROEM)
Sc -0.49394 0.77763 -0.21752
C 1.32485 3.54868 0.55792
N 0.73199 1.26069 1.30801
C 0.82253 0.31788 2.41691
C 0.03851 -0.94626 2.12718
N 0.42132 -1.49172 0.81314
C -0.43688 -2.61192 0.42214
C 1.81143 -1.90701 0.82344
C 2.22681 -2.87983 1.73609
C 3.54185 -3.30064 1.77163
C 4.46764 -2.76463 0.88340
C 4.06349 -1.81623 -0.03216
C 2.73822 -1.38223 -0.06281
S 2.23318 -0.14666 -1.20693
C 1.72013 2.35165 1.43410
C 1.74996 2.85169 2.85530
C 2.81692 2.74100 3.67637
C 4.01163 2.12570 3.23150
C 4.11176 1.67182 1.90451
C 3.07827 1.81390 1.02280
S 3.45126 1.44254 -0.66345
H 1.98323 4.39237 0.76442
H 0.30103 3.84744 0.78539
H 1.41419 3.32252 -0.50222
H 1.87148 0.05267 2.63216
H 0.41830 0.74535 3.34662
H -1.03793 -0.74961 2.08545
H 0.18205 -1.67400 2.93721
H -0.35649 -3.45201 1.12298
H -0.14718 -2.95362 -0.57110
H -1.46773 -2.26211 0.39532
H 1.51226 -3.30681 2.42467
H 3.84758 -4.05127 2.48819
H 5.49707 -3.09144 0.90317
H 4.76891 -1.38833 -0.73171
H 0.82574 3.30217 3.19780
H 2.75843 3.11321 4.69024
H 4.85318 2.01692 3.89835
H 5.03574 1.22228 1.56571
C -3.57192 -3.25460 -0.42192
N -3.51859 -1.83319 -0.12861
C -4.58758 -1.50522 0.80158
C -3.64112 -1.04014 -1.35131
C -2.45785 -1.07987 -2.30935
N -1.34366 -0.15289 -2.03301
C -0.71368 0.27429 -3.17311
C 0.13054 1.39105 -3.11185
F 0.32981 1.93389 -1.84341
C 0.77350 2.00606 -4.15569
F 1.51805 3.09027 -3.90927
C 0.64876 1.49562 -5.43341
C -0.10982 0.34533 -5.54928
F -0.22516 -0.23978 -6.75152
C -0.74702 -0.26703 -4.48233
F -1.34301 -1.45188 -4.74367
H -2.77187 -3.54863 -1.09855
H -3.45878 -3.82773 0.49924
H -4.52964 -3.54036 -0.88588
H -4.44859 -2.04861 1.73729
H -5.57714 -1.77421 0.39844
H -4.58600 -0.43988 1.02019
H -3.84913 -0.00761 -1.08339
H -4.51883 -1.39680 -1.92247
H -2.88437 -0.81636 -3.28091
H -2.10188 -2.11098 -2.41943
H 1.13167 1.94719 -6.28353
F -2.27413 0.78502 0.87329
As -2.96671 2.52929 0.85475
F -1.69064 2.95603 1.92530
F -3.98718 2.11200 2.16041
F -3.43217 4.15120 0.65123
F -1.77034 2.60835 -0.49578
F -4.11630 1.96838 -0.28823

List of Löwdin charges in e, atom by atom: number 1, Sc, carries 1.0512; number 2, C, carries -0.0280; number 3, N, carries -0.1445; number 4, C, carries -0.2168; number 5, C, carries -0.1848; number 6, N, carries -0.2014; number 7, C, carries -0.0558; number 8, C, carries -0.2663; number 9, C, carries -0.0169; number 10, C, carries -0.0598; number 11, C, carries -0.0701; number 12, C, carries -0.0961; number 13, C, carries -0.5016; number 14, S, carries 0.6911; number 15, C, carries -0.5422; number 16, C, carries -0.0283; number 17, C, carries -0.0822; number 18, C, carries -0.0551; number 19, C, carries -0.1229; number 20, C, carries -0.5001; number 21, S, carries 0.6950; number 22, H, carries 0.1023; number 23, H, carries 0.0753; number 24, H, carries 0.0481; number 25, H, carries 0.1260; number 26, H, carries 0.1281; number 27, H, carries 0.1114; number 28, H, carries 0.1271; number 29, H, carries 0.0973; number 30, H, carries 0.1072; number 31, H, carries 0.0537; number 32, H, carries 0.1129; number 33, H, carries 0.1078; number 34, H, carries 0.1074; number 35, H, carries 0.1064; number 36, H, carries 0.1244; number 37, H, carries 0.1058; number 38, H, carries 0.0991; number 39, H, carries 0.0994; number 40, C, carries -0.1159; number 41, N, carries -0.2950; number 42, C, carries -0.0930; number 43, C, carries -0.1955; number 44, C, carries -0.1982; number 45, N, carries -0.0599; number 46, C, carries -0.2074; number 47, C, carries -0.1615; number 48, F, carries -0.0764; number 49, C, carries -0.2226; number 50, F, carries 0.1032; number 51, C, carries 0.0667; number 52, C, carries -0.2106; number 53, F, carries 0.0942; number 54, C, carries -0.1335; number 55, F, carries 0.0719; number 56, H, carries 0.0710; number 57, H, carries 0.0885; number 58, H, carries 0.0927; number 59, H, carries 0.0880; number 60, H, carries 0.0915; number 61, H, carries 0.0638; number 62, H, carries 0.0891; number 63, H, carries 0.1279; number 64, H, carries 0.1173; number 65, H, carries 0.1047; number 66, H, carries 0.1338; number 67, F, carries -0.3058; number 68, As, carries 0.8222; number 69, F, carries -0.2083; number 70, F, carries -0.1932; number 71, F, carries -0.1827; number 72, F, carries -0.2691; number 73, F, carries -0.2020

Density functional theory data (ωB97M-V/def2-TZVPD) for a molecular structure, C26H29B2F4N10O6S2Zr in a non-equilibrium geometry.

Computed properties:
Charge: -1
LUMO level, eV: 2.15

CARTESIAN COORDINATES (ANGSTROEM)
Zr -0.03391 -0.06729 0.21557
N 0.12516 -0.29971 2.95766
C -0.51706 0.84951 3.59291
C -1.59842 1.42793 2.71777
O -2.48676 2.10323 3.24034
N -1.49598 1.15729 1.40087
C -2.63052 1.66358 0.63780
C -2.68089 1.02339 -0.71716
O -3.55706 1.27668 -1.51296
O -1.67026 0.20953 -0.96647
H -0.53982 -1.05627 2.85878
H 0.89278 -0.64024 3.51875
H 0.23074 1.62842 3.74826
H -0.97102 0.63379 4.55748
H -2.57677 2.74634 0.49136
H -3.57405 1.48530 1.14476
B 3.40204 0.02318 1.75259
N 2.47096 1.28394 1.86960
C 2.79607 2.38556 2.54354
C 1.86205 3.37938 2.28098
C 0.95904 2.77165 1.42621
N 1.32978 1.50805 1.16308
N 2.59952 -1.31572 1.83328
C 3.01835 -2.37256 2.53456
C 2.28551 -3.48403 2.15618
C 1.40744 -2.99524 1.19633
N 1.58932 -1.68576 0.99822
H 4.14381 0.05185 2.71770
H 3.99581 0.05516 0.71719
H 3.68225 2.39671 3.15973
H 1.83126 4.38594 2.66896
H 0.05632 3.17795 1.00420
H 3.83518 -2.26469 3.23122
H 2.37400 -4.49739 2.51231
H 0.67456 -3.54599 0.63392
O -2.06182 -5.46011 -0.38722
C -2.55562 -4.98253 0.76542
C -3.28463 -5.86274 1.56762
C -3.84701 -5.43124 2.75272
C -3.69544 -4.11024 3.17252
C -2.95554 -3.24141 2.39277
C -2.37099 -3.65293 1.19106
C -1.55462 -2.67787 0.42928
O -1.23136 -1.56867 1.01998
N -1.15507 -3.02256 -0.75459
N -0.44548 -2.00255 -1.38676
C -0.09064 -2.30928 -2.57196
S -0.10164 -3.95129 -3.22079
C 1.32466 -3.54392 -4.26937
C 1.11892 -2.18060 -4.91149
S 0.36165 -1.07543 -3.69924
H -1.63334 -4.69393 -0.84728
H -3.39976 -6.88501 1.22457
H -4.41391 -6.13075 3.35760
H -4.14832 -3.76831 4.09513
H -2.81996 -2.20982 2.69309
H 1.41437 -4.33016 -5.01731
H 2.21278 -3.53057 -3.64310
H 0.46579 -2.23518 -5.78111
H 2.07601 -1.74096 -5.19019
N -0.78552 5.84279 -5.06770
C 0.16857 5.70435 -4.10605
O 0.97900 6.58217 -3.87765
C 0.16953 4.40769 -3.33319
C -0.77089 3.40425 -3.49367
C -0.71279 2.28292 -2.68206
N 0.20947 2.11227 -1.73236
C 1.15484 3.05681 -1.63436
C 1.16624 4.21152 -2.39375
H -0.84109 6.72321 -5.54530
H -1.49800 5.15757 -5.22461
H -1.57155 3.45250 -4.22255
H -1.44738 1.50092 -2.79584
H 1.95373 2.86391 -0.93153
H 1.93910 4.95655 -2.26644
F 3.23151 -1.20857 -2.48540
B 2.84778 0.10285 -2.18495
F 1.69326 -0.06013 -1.17505
F 3.83022 0.85267 -1.57038
F 2.33424 0.77613 -3.29495

List of Löwdin charges in e, atom by atom: number 1, Zr, carries 1.9381; number 2, N, carries 0.0080; number 3, C, carries -0.1572; number 4, C, carries -0.5628; number 5, O, carries 0.0072; number 6, N, carries -0.1023; number 7, C, carries -0.1309; number 8, C, carries -0.6053; number 9, O, carries 0.0636; number 10, O, carries -0.2593; number 11, H, carries 0.0634; number 12, H, carries 0.0905; number 13, H, carries 0.1062; number 14, H, carries 0.1156; number 15, H, carries 0.1310; number 16, H, carries 0.1276; number 17, B, carries -0.3851; number 18, N, carries -0.0488; number 19, C, carries -0.0893; number 20, C, carries -0.0518; number 21, C, carries -0.1851; number 22, N, carries -0.0852; number 23, N, carries -0.0882; number 24, C, carries -0.1046; number 25, C, carries -0.0518; number 26, C, carries -0.1346; number 27, N, carries -0.0387; number 28, H, carries 0.0723; number 29, H, carries 0.0718; number 30, H, carries 0.1180; number 31, H, carries 0.0952; number 32, H, carries 0.1128; number 33, H, carries 0.1140; number 34, H, carries 0.0889; number 35, H, carries 0.0996; number 36, O, carries 0.0457; number 37, C, carries -0.2708; number 38, C, carries -0.0232; number 39, C, carries -0.0949; number 40, C, carries -0.0968; number 41, C, carries -0.0216; number 42, C, carries -0.0628; number 43, C, carries -0.4269; number 44, O, carries -0.2392; number 45, N, carries 0.0145; number 46, N, carries -0.1123; number 47, C, carries -0.8698; number 48, S, carries 0.9336; number 49, C, carries -0.5100; number 50, C, carries -0.4775; number 51, S, carries 1.0172; number 52, H, carries 0.0452; number 53, H, carries 0.1133; number 54, H, carries 0.0980; number 55, H, carries 0.0957; number 56, H, carries 0.1132; number 57, H, carries 0.0722; number 58, H, carries 0.0753; number 59, H, carries 0.0704; number 60, H, carries 0.0836; number 61, N, carries 0.1674; number 62, C, carries -0.4867; number 63, O, carries 0.0540; number 64, C, carries -0.1265; number 65, C, carries 0.0088; number 66, C, carries -0.1107; number 67, N, carries 0.0694; number 68, C, carries -0.1110; number 69, C, carries 0.0216; number 70, H, carries 0.1066; number 71, H, carries 0.0801; number 72, H, carries 0.1067; number 73, H, carries 0.0920; number 74, H, carries 0.1090; number 75, H, carries 0.1221; number 76, F, carries 0.1181; number 77, B, carries -1.2053; number 78, F, carries -0.1408; number 79, F, carries 0.1416; number 80, F, carries 0.0688

Density functional theory data (ωB97M-V/def2-TZVPD) for a molecular structure, C26H29BF4N4O4Pd.

Computed properties:
Charge: +2
Spin multiplicity: 5
LUMO level (alpha / beta), eV: -6.07 / -8.45

CARTESIAN COORDINATES (ANGSTROEM)
Pd 0.11339 -0.56003 -0.03421
O -5.01175 -0.80815 2.35731
C -4.32386 -1.82600 2.87534
C -5.07353 -2.74535 3.62039
C -4.46340 -3.83852 4.18204
C -3.08729 -4.06378 4.02131
C -2.34551 -3.17535 3.28699
C -2.93672 -2.03675 2.69959
C -2.08961 -1.16555 1.91761
O -0.90268 -1.47554 1.61429
N -2.60959 -0.00993 1.43573
N -1.84926 0.84704 0.88044
C -2.06430 2.05945 0.52805
C -1.12222 2.90449 -0.13922
C -1.56528 4.15178 -0.57704
C -0.69388 5.06125 -1.14816
C 0.68086 4.76656 -1.27377
C 1.16615 3.57075 -0.84417
C 0.29087 2.57722 -0.27361
O 0.79397 1.48639 0.11185
H -4.43173 -0.21422 1.85590
H -6.13165 -2.56654 3.73940
H -5.05826 -4.53563 4.75556
H -2.62105 -4.92333 4.47727
H -1.28460 -3.32528 3.15424
H -3.03290 2.47750 0.80509
H -2.60898 4.41328 -0.46460
H -1.06547 6.01614 -1.49261
H 1.33805 5.50511 -1.71044
H 2.20890 3.30397 -0.92779
N 4.24687 -2.82354 0.53443
C 3.24700 -3.37228 1.50466
C 1.91356 -2.71742 1.20764
N 1.94133 -1.23620 1.15111
C 3.14604 -0.64717 0.52569
C 4.44519 -1.36752 0.83097
H 3.87786 -2.93435 -0.42647
H 5.12999 -3.33271 0.59808
H 3.63876 -3.16378 2.50157
H 3.18107 -4.44978 1.36149
H 1.17938 -3.00796 1.95745
H 1.55958 -3.09328 0.25174
H 1.84073 -0.88031 2.09878
H 3.21777 0.39214 0.84231
H 2.99779 -0.64417 -0.55579
H 4.75668 -1.30674 1.87454
H 5.24589 -0.99188 0.19510
F 1.53364 -0.59928 -1.96481
B 1.42478 -1.99416 -2.26083
F 2.63491 -2.58524 -1.83977
F 0.38103 -2.47474 -1.38162
F 1.11812 -2.21455 -3.54668
C -1.85499 -0.01065 -3.94519
C -1.99506 -0.55015 -2.55702
O -1.24652 -0.06932 -1.69180
C -2.97220 -1.60021 -2.25345
C -3.91222 -1.99068 -3.21469
C -4.86351 -2.95048 -2.91194
C -4.88083 -3.53407 -1.65471
C -3.94256 -3.16718 -0.69631
C -2.99610 -2.20865 -0.99472
H -1.18722 0.84591 -3.92867
H -2.80771 0.26636 -4.39028
H -1.41351 -0.79559 -4.56562
H -3.91062 -1.55090 -4.19999
H -5.58885 -3.24252 -3.65662
H -5.62377 -4.28373 -1.42119
H -3.94828 -3.63798 0.27687
H -2.24959 -1.95364 -0.25404

List of natural (NBO) charges in e, atom by atom: number 1, Pd, carries 1.4184; number 2, O, carries -0.6246; number 3, C, carries 0.3918; number 4, C, carries -0.2735; number 5, C, carries -0.1074; number 6, C, carries -0.2459; number 7, C, carries -0.1343; number 8, C, carries -0.2354; number 9, C, carries 0.6348; number 10, O, carries -0.7091; number 11, N, carries -0.2829; number 12, N, carries -0.0401; number 13, C, carries 0.0697; number 14, C, carries -0.1038; number 15, C, carries -0.1699; number 16, C, carries -0.0827; number 17, C, carries -0.1903; number 18, C, carries -0.1544; number 19, C, carries 0.4452; number 20, O, carries -0.6024; number 21, H, carries 0.4931; number 22, H, carries 0.2505; number 23, H, carries 0.2387; number 24, H, carries 0.2359; number 25, H, carries 0.2193; number 26, H, carries 0.2353; number 27, H, carries 0.2410; number 28, H, carries 0.2471; number 29, H, carries 0.2519; number 30, H, carries 0.2364; number 31, N, carries -0.5112; number 32, C, carries -0.2379; number 33, C, carries -0.2800; number 34, N, carries -0.6237; number 35, C, carries -0.2818; number 36, C, carries -0.2377; number 37, H, carries 0.4756; number 38, H, carries 0.4453; number 39, H, carries 0.2235; number 40, H, carries 0.2537; number 41, H, carries 0.2530; number 42, H, carries 0.2548; number 43, H, carries 0.4026; number 44, H, carries 0.2486; number 45, H, carries 0.2607; number 46, H, carries 0.2235; number 47, H, carries 0.2535; number 48, F, carries -0.5621; number 49, B, carries 1.3524; number 50, F, carries -0.5810; number 51, F, carries -0.5692; number 52, F, carries -0.5096; number 53, C, carries -0.7214; number 54, C, carries 0.6699; number 55, O, carries -0.6988; number 56, C, carries -0.2415; number 57, C, carries -0.1243; number 58, C, carries -0.2066; number 59, C, carries -0.1417; number 60, C, carries -0.2242; number 61, C, carries -0.0841; number 62, H, carries 0.2448; number 63, H, carries 0.2479; number 64, H, carries 0.2747; number 65, H, carries 0.2261; number 66, H, carries 0.2387; number 67, H, carries 0.2346; number 68, H, carries 0.2239; number 69, H, carries 0.1766

Number 1: calculated total energy -163781.92397 eV. Number 2: calculated total energy -89809.43826 eV. Number 3: calculated total energy -56598.19926 eV.